# 1
Computed, not measured: 10 unconnected molecules or ions with the total composition C30H30F10O30 in a non-equilibrium geometry, with wB97M-V/def2-TZVPD.

XYZ file:
```
100
Properties=species:S:1:pos:R:3:forces:R:3
C 3.705918 3.040622 -4.084844 -0.72 0.73 1.47
C 5.210748 3.332002 -4.134194 -2.12 0.37 1.33
O 5.245568 4.673152 -3.667114 3.09 -0.54 0.48
C 4.063018 5.209432 -3.376484 -0.06 -0.07 -1.72
O 3.859158 6.304152 -2.989304 0.11 0.34 0.71
O 3.169408 4.363742 -3.833184 -2.81 -1.55 -0.53
F 5.697528 3.268732 -5.364134 0.79 -0.09 -0.80
H 3.440228 2.463722 -3.199014 0.41 -0.07 0.31
H 3.163148 2.486762 -4.850834 0.50 0.76 -0.73
H 5.694028 2.681622 -3.405124 0.80 0.12 -0.49
C -0.548332 0.394352 -1.130564 -0.80 1.41 -1.29
C -0.193512 -0.735008 -2.115434 -1.60 0.49 1.91
O 0.348648 -1.649048 -1.175374 -0.20 -1.93 -1.45
C 0.143088 -1.318168 0.104886 2.39 -0.68 3.51
O 0.397828 -2.032168 1.095746 -1.38 2.58 -3.87
O -0.114142 0.024132 0.143546 0.10 -1.20 0.76
F 0.643868 -0.435928 -3.113544 1.17 0.21 0.15
H -1.625782 0.539292 -1.051904 -0.09 -0.08 -0.35
H -0.132142 1.339032 -1.480494 0.31 0.03 0.36
H -1.099962 -1.062078 -2.624824 0.10 -0.78 0.29
C -0.130202 3.563952 -8.253084 -0.53 0.95 1.21
C -1.010852 3.699092 -7.021454 -0.60 1.38 0.00
O -1.072182 5.134072 -6.762454 0.08 -0.45 -1.28
C 0.048308 5.714872 -7.326844 0.40 -0.21 0.06
O 0.486348 6.816592 -7.108484 -1.06 -2.42 -0.68
O 0.608938 4.744682 -8.160354 1.18 2.47 -0.01
F -0.472472 3.258992 -5.892204 0.94 -1.54 1.15
H -0.813972 3.622952 -9.099894 0.38 -0.46 -0.40
H 0.601378 2.756662 -8.218764 -0.56 -0.28 -0.21
H -1.984062 3.225552 -7.150814 -0.23 0.55 0.16
C -7.976282 5.841102 -2.606664 -0.32 -0.10 -1.86
C -7.289762 5.581662 -3.972514 -2.03 1.31 1.87
O -6.784352 4.333242 -3.706044 1.42 -1.21 -2.80
C -6.383292 4.252232 -2.432244 0.40 -0.77 1.02
O -5.656482 3.435902 -1.948354 -0.52 0.61 -0.71
O -6.995712 5.225222 -1.786234 -0.78 1.05 2.07
F -6.374832 6.577982 -3.991204 1.76 0.22 -0.82
H -8.931612 5.316472 -2.592474 -0.04 -0.03 0.52
H -8.093302 6.915032 -2.461494 0.22 -0.30 0.52
H -7.846922 5.688812 -4.903204 -0.10 -0.80 0.19
C 5.478268 4.426662 3.218976 -1.59 -0.45 -1.72
C 5.648198 4.914842 1.771116 2.87 -0.30 0.96
O 4.380628 5.041462 1.339796 0.42 3.98 -3.18
C 3.629218 4.202062 1.955936 -5.59 -0.34 -1.37
O 2.448708 4.015022 1.745346 1.22 0.21 -0.18
O 4.308818 3.630862 2.824666 2.01 -3.62 5.85
F 6.192508 3.866052 1.063656 0.59 -0.15 -0.27
H 5.082538 5.218022 3.855566 0.49 -0.04 0.28
H 6.195698 3.735122 3.660756 0.08 0.48 -0.24
H 6.297598 5.775432 1.610626 -0.54 0.19 -0.14
C 4.249718 -1.181938 4.687816 -1.63 -0.21 -0.63
C 4.825958 -2.591698 4.305986 0.52 3.28 -0.39
O 4.551778 -3.334568 5.398726 0.74 -2.22 -1.10
C 3.699208 -2.760378 6.188056 -4.70 -1.82 3.48
O 3.010818 -3.465408 6.957016 2.36 3.31 -1.89
O 3.558918 -1.433598 5.910826 0.56 -1.09 1.14
F 6.162698 -2.509778 4.246376 1.50 0.01 -0.59
H 3.411528 -0.904968 4.048416 0.35 0.01 -0.64
H 4.907878 -0.314768 4.742086 0.44 -0.52 0.26
H 4.465188 -2.895148 3.323206 -0.20 -0.79 0.34
C 1.273858 -8.078088 6.180376 -3.11 0.89 1.28
C 1.751878 -8.101248 4.752286 1.18 1.38 0.73
O 3.159748 -8.128188 5.059056 -0.99 0.38 -2.98
C 3.380328 -8.465538 6.318006 7.81 -0.76 0.08
O 4.540468 -8.710788 6.686216 -3.19 0.52 -0.60
O 2.349088 -8.480408 7.034616 -3.65 -0.02 1.18
F 1.415298 -6.912728 4.007806 0.71 -2.54 1.52
H 0.357958 -8.626278 6.401086 0.45 -1.04 -0.26
H 0.875328 -7.118518 6.509786 0.86 0.68 -0.32
H 1.477618 -9.016338 4.227396 -0.04 0.55 -0.63
C -1.398712 2.210352 4.460686 -0.15 -1.56 -0.35
C -1.873512 3.621392 4.444396 0.99 -0.45 1.12
O -2.425842 3.706362 5.772246 -0.49 3.38 -1.44
C -2.050612 2.741202 6.529596 -0.48 -2.64 4.30
O -2.431182 2.523332 7.683696 1.21 0.83 -3.11
O -1.212732 1.950152 5.844176 0.47 -1.04 0.13
F -2.906462 3.827202 3.662236 -1.06 0.32 -1.57
H -0.509622 1.883622 3.921376 0.07 0.67 0.05
H -2.230742 1.629772 4.062246 -0.14 -0.41 0.14
H -1.038412 4.265422 4.168796 -0.39 0.91 0.67
C -0.509402 -5.918488 -7.224054 0.61 0.80 -1.89
C -0.337932 -4.799378 -6.293344 1.69 2.44 0.84
O -0.746582 -5.177338 -5.032754 -0.48 -1.58 0.48
C -1.216672 -6.442718 -5.169194 -1.48 -1.94 1.31
O -1.827282 -7.113928 -4.380114 1.11 1.48 -0.56
O -0.925652 -6.920438 -6.396884 -0.31 -1.80 0.25
F -1.070602 -3.726888 -6.597634 -0.91 1.40 -0.92
H 0.446338 -6.023448 -7.737524 0.16 -1.04 0.26
H -1.201562 -5.717248 -8.041694 -0.48 0.11 0.30
H 0.697998 -4.470538 -6.210794 0.09 0.15 -0.06
C -4.719352 -3.407558 3.811066 -1.28 0.11 0.75
C -6.023952 -4.009648 3.114186 2.28 0.22 0.69
O -5.953952 -5.332948 3.511946 -0.99 -1.09 -0.06
C -5.180922 -5.460068 4.565586 -0.96 -4.18 6.45
O -5.315112 -6.360308 5.469636 0.92 3.38 -4.62
O -4.406492 -4.410518 4.765816 0.39 -0.17 -0.05
F -5.901982 -4.055618 1.803876 -0.23 0.73 -1.95
H -5.052372 -2.563568 4.415106 0.48 0.42 -0.37
H -3.785512 -3.259018 3.268866 -0.65 0.38 -0.72
H -6.975612 -3.577738 3.423846 0.06 0.20 -0.12
```
Positions in Å, forces in eV/Å.

The multiplicity is 1. As for the LUMO energy: -0.23 eV. The value obtained for the energy above the lowest of the compared OMol25 structures with the same formula, charge and spin is 761.2 kJ/mol. The molar mass comes out at 1060.52 g/mol. The value obtained for the HOMO-LUMO gap is 0.37480 hartree. Its SMILES is O=C1OC[C@@H](F)O1.O=C1OC[C@@H](F)O1.O=C1OC[C@@H](F)O1.O=C1OC[C@@H](F)O1.O=C1OC[C@@H](F)O1.O=C1OC[C@@H](F)O1.O=C1OC[C@@H](F)O1.O=C1OC[C@@H](F)O1.O=C1OC[C@@H](F)O1.O=C1OC[C@@H](F)O1.

# 2
Computed, not measured: C3H6S2 in the gas phase in a non-equilibrium geometry, with wB97M-V/def2-TZVPD.

XYZ file:
```
11
Properties=species:S:1:pos:R:3:forces:R:3
C -0.424206 0.730883 -0.226684 -4.77 1.58 -0.17
C 0.230698 -0.404597 0.338303 0.57 1.14 2.27
C 0.707910 -1.283080 -0.658784 2.13 -5.21 0.02
H -0.171262 2.304014 1.409199 -0.67 0.21 0.50
H 0.150225 1.320613 -0.957037 -0.65 -0.15 0.32
H -1.372671 0.229513 -0.570364 0.97 1.07 -1.28
H 1.047234 -0.023180 0.984913 -0.13 -0.92 0.12
H -0.538483 -0.961729 0.912907 0.83 0.08 0.25
H 1.177243 -2.203205 -0.075094 -0.49 1.56 -1.40
S -1.369733 1.746150 1.097727 2.24 -0.03 -0.98
S 0.563046 -1.455383 -2.255085 -0.04 0.66 0.36
```
Positions in Å, forces in eV/Å.

The multiplicity is 1. As for the LUMO energy: -0.25 eV. The value obtained for the energy above the lowest of the compared OMol25 structures with the same formula, charge and spin is 181.2 kJ/mol. The molar mass comes out at 106.22 g/mol. The value obtained for the HOMO-LUMO gap is 0.31353 hartree. Its SMILES is S=CCCS.